No. 1
Below is a structure of composition C38H64N2O5PTeTi, with properties calculated with ωB97M-V with the def2-TZVPD basis set.

Net charge   -1
Kohn-Sham gap   5.162 eV
Maximum force   2.3 eV/Å
2S+1   1
E_HOMO   -3.05 eV
LUMO level   2.107 eV

Positions of all 112 atoms, in Å:
Ti  -0.0344  1.3328  -1.1044
C  -1.0115  4.8160  -1.3560
N  -0.2444  3.9434  -0.4597
C  1.0761  4.5454  -0.3171
C  -1.0057  3.8174  0.7793
C  -0.2712  3.1386  1.9177
N  0.3981  1.8996  1.5056
C  1.8467  2.0594  1.7865
C  2.7222  0.9757  1.2466
C  3.5632  0.2398  2.0733
C  4.4166  -0.7155  1.5467
C  4.4122  -0.8826  0.1580
C  3.5924  -0.1735  -0.7113
C  2.7025  0.7496  -0.1259
O  1.8310  1.4438  -0.8618
C  3.6923  -0.3498  -2.2286
C  2.4181  -0.9858  -2.7951
C  4.8584  -1.2648  -2.6105
C  3.9256  1.0127  -2.8991
C  5.3443  -1.5763  2.4032
C  4.9852  -3.0567  2.2149
C  5.2252  -1.2414  3.8898
C  6.8016  -1.3541  1.9769
C  -0.0185  0.7038  2.2737
C  -1.1830  -0.1145  1.8072
C  -2.1794  -0.4812  2.6989
C  -3.1135  -1.4559  2.3693
C  -3.0049  -2.0355  1.1089
C  -2.0535  -1.6790  0.1522
C  -1.1170  -0.7046  0.5371
O  -0.0713  -0.3378  -0.2352
C  -2.1295  -2.4147  -1.1979
C  -1.8668  -3.9058  -0.9423
C  -1.1516  -1.9539  -2.2831
C  -3.5383  -2.2402  -1.7866
C  -4.2298  -1.9017  3.3123
C  -5.5877  -1.5546  2.6869
C  -4.1479  -3.4175  3.5361
C  -4.1382  -1.2119  4.6730
H  -1.0841  5.8224  -0.9090
H  -2.0136  4.4279  -1.5051
H  -0.5335  4.8944  -2.3306
H  1.0366  5.4924  0.2477
H  1.4577  4.7537  -1.3170
H  1.7856  3.8702  0.1559
H  -1.9024  3.2486  0.5386
H  -1.3422  4.8076  1.1439
H  -0.9882  2.9468  2.7264
H  0.4825  3.8181  2.3301
H  1.9928  2.1409  2.8771
H  2.1616  3.0081  1.3528
H  3.5369  0.4424  3.1374
H  5.0923  -1.6100  -0.2648
H  2.2635  -1.9823  -2.3755
H  2.5025  -1.0762  -3.8807
H  1.5333  -0.3806  -2.6021
H  4.7297  -2.2791  -2.2284
H  5.8151  -0.8787  -2.2528
H  4.9103  -1.3273  -3.6985
H  3.0648  1.6676  -2.7885
H  4.1025  0.8687  -3.9669
H  4.8024  1.5044  -2.4705
H  3.9488  -3.2403  2.5019
H  5.6316  -3.6881  2.8298
H  5.1009  -3.3649  1.1763
H  4.2093  -1.3959  4.2553
H  5.5079  -0.2074  4.0928
H  5.8900  -1.8890  4.4652
H  6.9644  -1.6503  0.9412
H  7.4762  -1.9414  2.6049
H  7.0739  -0.3018  2.0691
H  -0.1669  0.9819  3.3294
H  0.8392  0.0267  2.2425
H  -2.1899  -0.0053  3.6723
H  -3.7255  -2.7967  0.8359
H  -0.8871  -4.0472  -0.4847
H  -1.8851  -4.4524  -1.8876
H  -2.6143  -4.3492  -0.2824
H  -0.1145  -2.1051  -1.9988
H  -1.2985  -0.9059  -2.5582
H  -1.3524  -2.5408  -3.1847
H  -4.3260  -2.5572  -1.1022
H  -3.6284  -2.8313  -2.7013
H  -3.7148  -1.1972  -2.0456
H  -5.7117  -2.0369  1.7176
H  -5.6777  -0.4784  2.5348
H  -6.4038  -1.8813  3.3360
H  -4.3224  -3.9695  2.6135
H  -4.8995  -3.7345  4.2623
H  -3.1642  -3.6985  3.9128
H  -4.2340  -0.1296  4.5826
H  -3.1928  -1.4304  5.1711
H  -4.9465  -1.5650  5.3160
C  -3.9043  1.4338  0.2615
C  -3.2094  1.7441  -1.0433
O  -1.8318  1.4666  -1.1042
P  -1.0033  2.6462  -3.6046
O  0.3286  1.9942  -2.8097
Te  -0.1814  4.2082  -5.2939
O  -1.3379  1.1871  -4.3792
C  -2.3052  1.2086  -5.4059
C  -2.7937  -0.2091  -5.6208
H  -4.9643  1.6745  0.1447
H  -3.5171  2.0212  1.0953
H  -3.8220  0.3889  0.5257
H  -3.3394  2.8012  -1.3062
H  -3.6841  1.1834  -1.8614
H  -1.8642  1.6282  -6.3171
H  -3.1397  1.8685  -5.1288
H  -1.9431  -0.8780  -5.7521
H  -3.4235  -0.2707  -6.5112
H  -3.3702  -0.5624  -4.7657

No. 2
Below is a structure of composition C33H35MnN8O4S2, with properties calculated with ωB97M-V with the def2-TZVPD basis set.

Net charge   -1
Relative energy (zero: lowest compared OMol25 entry of this formula, charge and spin)   0.0 kcal per mole
Kohn-Sham gap (spin up / spin down)   7.304 / 6.846 eV
Maximum force   1.2 eV/Å
2S+1   2
E_HOMO (spin up / spin down)   -4.88 / -4.42 eV
LUMO level (spin up / spin down)   2.422 / 2.422 eV
Expectation value of S²   0.9681

Positions of all 83 atoms, in Å:
Mn  1.3003  1.0974  -0.4895
C  4.4075  0.0854  -3.2525
C  3.5525  0.4886  -2.0965
N  2.3447  0.0935  -1.8794
N  1.8098  -0.9066  -2.6568
C  0.7613  -1.4390  -2.0708
N  0.2183  -2.5243  -2.7265
S  0.0465  -0.9710  -0.5765
C  4.0809  1.3468  -1.0133
C  5.3201  1.9691  -1.0775
C  5.7275  2.7478  -0.0054
C  4.8949  2.8756  1.0941
C  3.6792  2.2088  1.0922
N  3.2929  1.4492  0.0747
H  3.8410  -0.5557  -3.9213
H  5.3032  -0.4459  -2.9221
H  4.7313  0.9770  -3.7937
H  0.4650  -2.5921  -3.7019
H  -0.7430  -2.7202  -2.5015
H  5.9374  1.8667  -1.9583
H  6.6828  3.2564  -0.0356
H  5.1711  3.4810  1.9456
H  2.9889  2.2593  1.9235
O  1.7515  4.5034  -2.8303
C  1.3221  3.5066  -2.2536
O  1.7645  2.9688  -1.1955
C  0.0975  2.8101  -2.8296
C  -0.5929  3.3601  -3.9017
C  -1.7258  2.7155  -4.3608
C  -2.1303  1.5500  -3.7270
C  -1.3822  1.0786  -2.6620
N  -0.2832  1.6880  -2.2193
H  -0.2151  4.2760  -4.3330
H  -2.2926  3.1171  -5.1924
H  -3.0188  1.0166  -4.0377
H  -1.6768  0.1880  -2.1207
C  0.4397  -1.9072  3.2955
N  1.6342  -2.0417  2.4997
C  1.7780  -3.0810  1.4963
C  3.0271  -2.6331  0.7249
N  3.6131  -1.6446  1.6265
C  2.7119  -1.2494  2.5829
S  2.9863  -0.0395  3.6981
H  -0.4295  -2.0631  2.6512
H  0.4051  -0.8987  3.7047
H  0.4157  -2.6387  4.1109
H  0.8945  -3.1074  0.8592
H  1.9092  -4.0604  1.9713
H  2.7601  -2.1961  -0.2392
H  3.7202  -3.4594  0.5625
H  4.1889  -0.9052  1.2570
C  -3.4786  -4.4883  2.9836
C  -3.5390  -3.3765  1.9665
C  -3.7363  -3.6932  0.6247
C  -3.7777  -2.6887  -0.3275
C  -3.6095  -1.3649  0.0372
C  -3.4161  -1.0307  1.3773
N  -3.1989  0.2814  1.8058
C  -3.0781  1.3655  0.9163
C  -4.1389  1.7580  0.1023
C  -4.0177  2.8693  -0.7169
C  -2.8398  3.6065  -0.7310
C  -1.7756  3.2009  0.0583
C  -1.8811  2.0868  0.8815
C  -0.7045  1.6491  1.7249
O  -0.9173  1.2966  2.8921
O  0.4275  1.6347  1.1535
C  -3.4037  -2.0434  2.3559
C  -3.2107  -1.6581  3.7985
H  -3.3381  -5.4484  2.4870
H  -4.4005  -4.5484  3.5684
H  -2.6571  -4.3503  3.6871
H  -3.8368  -4.7312  0.3300
H  -3.9145  -2.9395  -1.3730
H  -3.5857  -0.5908  -0.7168
H  -2.4905  0.3715  2.5339
H  -5.0614  1.1912  0.1330
H  -4.8544  3.1691  -1.3369
H  -2.7419  4.4750  -1.3702
H  -0.8339  3.7362  0.0388
H  -2.1543  -1.5013  4.0405
H  -3.5978  -2.4188  4.4737
H  -3.7237  -0.7199  4.0129

No. 3
Below is a structure of composition C5H11N3, with properties calculated with ωB97M-V with the def2-TZVPD basis set.

Relative energy (zero: lowest compared OMol25 entry of this formula, charge and spin)   103.7 kcal per mole
Kohn-Sham gap   9.301 eV
Maximum force   4.6 eV/Å
2S+1   1
E_HOMO   -8.37 eV
LUMO level   0.928 eV

Positions of all 19 atoms, in Å:
C  -0.2405  -1.8264  -1.0307
C  -0.1808  1.5082  0.4752
C  1.3888  1.1408  -0.7624
C  -2.4417  2.1135  1.0376
C  1.3779  -2.4919  0.4808
N  0.5910  0.5422  0.2750
N  -1.0342  2.3256  0.6731
N  0.1818  -1.6830  0.1179
H  -1.1324  -1.2680  -1.3099
H  0.3342  -2.3910  -1.8258
H  1.7427  2.1760  -0.5738
H  0.5863  1.2630  -1.5956
H  2.1787  0.5237  -1.0306
H  -2.5883  1.9051  2.1273
H  -2.6856  1.2268  0.4748
H  -3.0388  2.9853  0.6137
H  2.1355  -1.8510  0.9045
H  1.7195  -3.1263  -0.3681
H  1.1059  -3.0727  1.3170

No. 4
Below is an isolated molecule of C4H7NO2, with properties calculated with ωB97M-V with the def2-TZVPD basis set.

Relative energy (zero: lowest compared OMol25 entry of this formula, charge and spin)   52.8 kcal per mole
Kohn-Sham gap   10.302 eV
Maximum force   1.1 eV/Å
2S+1   1
E_HOMO   -9.38 eV
LUMO level   0.924 eV
SMILES   C/N=C1/COCO1

Positions of all 14 atoms, in Å:
C  -1.0639  1.2163  1.7674
N  -1.0990  -0.0116  1.0132
C  -0.4488  -0.1917  -0.0423
C  0.2390  -1.4804  -0.3379
O  0.6411  -1.3954  -1.6785
C  0.9870  -0.0468  -1.7919
O  0.0900  0.6975  -0.9504
H  -0.9421  2.1371  1.1880
H  -1.9440  1.2949  2.4097
H  -0.1957  1.1079  2.4352
H  -0.2521  -2.4231  -0.1122
H  1.0824  -1.2692  0.3629
H  0.8871  0.2670  -2.8322
H  2.0189  0.0976  -1.4309

No. 5
Below is a structure of composition C18H15N3O19S3V, with properties calculated with ωB97M-V with the def2-TZVPD basis set.

Net charge   -4
Relative energy (zero: lowest compared OMol25 entry of this formula, charge and spin)   110.1 kcal per mole
Kohn-Sham gap (spin up / spin down)   2.999 / 4.045 eV
Maximum force   6.1 eV/Å
2S+1   2
E_HOMO (spin up / spin down)   4.24 / 3.20 eV
LUMO level (spin up / spin down)   7.243 / 7.243 eV
Expectation value of S²   0.7672

Positions of all 59 atoms, in Å:
O  -0.8438  -0.2770  -1.5764
V  -1.4796  -0.8911  -0.2645
S  -0.0312  -3.8979  0.3343
O  -0.1690  -2.5619  -0.3393
O  -1.2386  -4.6472  -0.0788
O  1.2510  -4.5282  0.0509
O  -0.1433  -3.7063  1.7692
S  -0.2707  -0.4894  2.9079
O  1.1004  -1.0788  3.0791
O  -1.2337  -1.3007  3.5989
O  -0.2677  0.8391  3.5469
O  -0.5634  -0.3859  1.4547
S  -4.1211  -1.5817  -0.0084
O  -3.1806  -1.1258  1.0399
O  -4.4464  -2.9749  0.3595
O  -5.2966  -0.7802  -0.1920
O  -3.1837  -1.4263  -1.1757
C  3.6174  3.4316  2.4850
C  3.9601  3.2759  1.1271
C  3.6839  2.0559  0.4595
C  2.9415  1.1139  1.1443
C  2.8074  1.1920  2.5215
C  3.0900  2.3536  3.2031
N  2.3465  -0.0667  0.5173
O  1.5447  0.1040  -0.3817
O  2.5119  -1.1339  1.0559
H  3.7846  4.3551  3.0257
H  4.4202  4.0646  0.5477
H  3.9236  1.8443  -0.5739
H  2.3864  0.3372  3.0508
H  2.8255  2.3587  4.2510
C  2.0002  -2.7097  -4.6523
C  3.2622  -3.1441  -4.9493
C  4.1372  -3.4453  -3.9179
C  3.8051  -3.2377  -2.5695
C  2.5013  -2.7696  -2.3129
C  1.6484  -2.3331  -3.3446
N  4.6839  -3.6809  -1.5100
O  5.8345  -4.0635  -1.7462
O  4.2267  -3.7069  -0.3929
H  1.2424  -2.5285  -5.4063
H  3.7372  -3.3285  -5.9056
H  5.1960  -3.6230  -4.0777
H  2.2817  -2.4904  -1.2849
H  0.7039  -1.8328  -3.1879
C  -6.2918  4.3299  0.5008
C  -6.0278  3.2890  -0.3872
C  -4.7711  2.6520  -0.3292
C  -3.8176  3.1183  0.5838
C  -4.0954  4.1805  1.4718
C  -5.3287  4.8105  1.3745
N  -2.6074  2.3726  0.6501
O  -2.5818  1.2426  0.0746
O  -1.7189  2.8076  1.4127
H  -7.1843  4.9520  0.4370
H  -6.8136  2.8840  -1.0119
H  -4.7124  1.7069  -0.8473
H  -3.4764  4.4767  2.3060
H  -5.5592  5.5994  2.0828